Density functional theory data (wB97M-V/def2-TZVPD) for a molecular structure, C24H72N3O10PS9 in a non-equilibrium geometry.

Properties
* energy relative to the best compared isomer or geometry (same formula, charge and spin): 3540.19 kJ/mol
* lowest unoccupied orbital energy: -0.12 eV
* multiplicity: 1
* HOMO: -6.2 eV

Geometry as XYZ:
```
119
Properties=species:S:1:pos:R:3:forces:R:3:mulliken_charge:R:1
O -2.456384 3.775656 4.703655 0.6 -0.3 -1.1 -0.83
P -1.913594 2.780316 3.746445 -0.4 -3.9 -1.5 0.07
N -0.568064 3.136926 2.843965 0.9 0.5 0.3 0.50
C -0.131254 4.501736 2.755985 -0.5 0.0 -0.3 -0.27
C 0.539206 2.277166 2.419785 -0.5 -1.5 5.1 -1.52
N -2.947084 2.250996 2.417725 3.7 1.9 1.2 0.00
C -4.249824 2.062636 2.777815 -2.7 3.4 1.9 -1.17
C -2.557964 1.625666 1.159595 -0.9 3.7 3.2 -0.70
N -1.434874 1.295796 4.532445 -0.8 0.7 0.7 0.33
C -1.616524 -0.077064 4.016185 0.3 1.5 0.5 -0.61
C -0.780764 1.349096 5.900925 -0.6 0.2 -1.8 -1.07
H 0.029786 4.617586 1.684195 0.5 1.2 0.6 -0.08
H 0.768926 4.574016 3.366355 0.3 0.7 -0.2 0.24
H -0.892074 5.206836 3.090775 0.1 0.0 0.0 0.44
H 1.518846 2.587876 2.782895 -2.0 0.9 -0.1 0.34
H 0.434506 1.998336 1.371265 1.4 0.5 2.6 -2.16
H 0.482666 1.331926 2.959625 -0.6 -0.2 0.6 1.43
H -4.789224 1.708756 1.899235 -0.1 1.5 1.4 0.69
H -4.213034 1.501976 3.711845 -1.4 -0.6 -0.1 0.29
H -4.762654 3.007806 2.956025 0.1 0.7 0.8 0.18
H -1.953504 2.368856 0.639595 0.0 -0.7 -0.2 -0.40
H -2.066724 0.662826 1.300005 -0.9 2.6 2.5 1.47
H -3.466574 1.423736 0.592365 0.0 1.2 0.6 1.22
H -2.478934 -0.244174 3.370875 -0.1 0.5 -0.1 0.17
H -0.690764 -0.392304 3.534845 -1.0 1.5 0.1 -0.59
H -1.656964 -0.786494 4.842735 -0.4 0.2 0.2 0.71
H 0.171646 0.819206 5.885685 0.1 -0.1 -0.1 0.30
H -1.417374 0.873416 6.646955 -0.1 0.2 0.1 0.35
H -0.596554 2.397316 6.136295 -0.1 -0.1 0.2 0.31
C 0.252656 3.477976 -2.115525 1.0 -0.5 -0.1 -0.41
S 0.126096 3.705476 -0.279315 0.6 1.8 -1.9 0.19
O -0.020664 2.345056 0.281125 -2.2 1.6 -6.7 -0.80
C 1.902206 4.179686 0.135065 -0.8 1.7 -0.4 -0.69
H 1.198956 3.838666 -2.518685 0.1 0.1 0.2 0.43
H -0.517014 3.855746 -2.788555 -0.4 0.3 0.8 0.51
H 0.285286 2.395556 -2.239645 0.0 0.1 0.1 -0.30
H 2.126886 3.715866 1.095535 -1.0 2.0 -0.2 0.09
H 2.010396 5.259906 0.232655 -0.4 0.2 -0.3 0.59
H 2.617056 3.763106 -0.574565 -0.1 0.8 -0.4 0.49
C -1.382914 -3.641634 -2.737095 -1.4 -0.5 -2.1 -0.58
S -1.776124 -2.751304 -4.371505 -1.2 -2.6 0.7 0.16
O -0.543874 -1.973934 -4.652935 -0.7 0.3 -0.7 -0.57
C -3.064224 -1.506834 -3.891745 1.7 -0.5 0.5 -0.31
H -0.796834 -4.553824 -2.849045 -2.0 0.1 -0.6 0.40
H -2.305874 -4.006324 -2.286255 -0.1 0.8 0.4 0.55
H -0.735404 -2.976864 -2.165345 -1.7 -0.9 -0.7 0.72
H -4.063184 -1.938034 -3.956805 0.2 0.1 -0.1 0.48
H -2.833124 -0.701394 -4.588855 -0.6 -0.1 0.0 0.38
H -2.764164 -1.199214 -2.890025 -0.5 0.2 0.1 -0.38
C -0.060594 -3.747344 2.737885 -0.2 -0.5 0.4 -1.18
S 0.004356 -2.025804 2.935375 1.1 -0.9 0.1 1.15
O 0.421896 -1.731624 4.364665 0.9 -1.0 -1.3 -0.77
C 1.411726 -1.750224 1.742875 -2.8 -3.9 4.0 -0.37
H 0.774556 -4.102034 3.341895 0.0 -0.6 -0.4 0.39
H -0.004774 -3.884284 1.657965 0.0 -0.6 0.2 0.29
H -1.023184 -4.045884 3.153095 0.2 -0.4 -0.1 0.41
H 2.260586 -1.857724 2.418135 0.0 0.2 -0.2 1.00
H 1.209516 -0.753924 1.349685 -2.3 -3.9 4.1 0.09
H 1.425036 -2.378434 0.852215 -0.4 -0.9 1.8 -0.26
C -2.850064 -0.610674 0.251125 -2.5 -2.7 -2.2 0.11
S -4.526984 -0.950744 0.939015 1.3 0.2 -0.2 0.07
O -4.725654 0.280046 1.855345 -1.3 -6.3 -2.0 -0.39
C -5.452084 -0.582494 -0.566745 0.1 -0.6 0.3 -0.68
H -2.151644 -1.057474 0.958725 -1.0 -0.3 -0.4 -0.43
H -2.537264 0.412786 0.044295 -2.7 -2.2 -1.5 1.67
H -2.758104 -1.092074 -0.722475 -0.5 -0.7 0.6 -0.67
H -5.395264 0.502246 -0.476055 -0.6 0.0 -1.0 0.31
H -6.437084 -1.049254 -0.567775 -0.3 0.6 0.6 0.39
H -5.001314 -1.071864 -1.430125 0.6 0.6 0.0 0.05
C -0.490064 0.010156 0.650775 1.3 -1.1 -1.5 -1.14
S -0.087184 -1.283414 -0.655035 -7.6 -1.3 1.8 1.43
O -1.263984 -2.233674 -0.912665 -1.5 2.9 0.9 -1.11
C 0.306166 -0.260514 -2.118815 -2.1 0.7 0.5 -1.85
H -1.415554 0.466416 0.299515 4.3 0.2 -0.7 -0.07
H 0.366496 0.618256 0.941675 -1.3 -0.7 -1.3 0.71
H -0.722834 -0.529634 1.568675 -0.2 -0.1 -0.6 0.75
H 0.196076 -0.954834 -2.951825 0.0 0.7 0.6 1.20
H 1.261616 0.262356 -2.161585 -0.2 -0.3 0.7 0.41
H -0.438604 0.515796 -2.294145 -0.1 -0.1 1.1 0.40
C -0.616564 0.586896 -4.739625 0.7 0.8 -0.8 -0.52
S 1.048146 0.856206 -5.554555 -0.4 0.2 2.6 0.26
O 1.605826 2.119226 -4.900705 -0.2 -1.2 -0.6 -0.62
C 1.850606 -0.613434 -4.648695 0.1 1.6 -2.0 -0.62
H -0.578124 0.374906 -3.671125 0.2 0.3 -1.7 0.44
H -0.955754 -0.326614 -5.228045 -0.5 1.0 -0.2 0.64
H -1.185734 1.513226 -4.817415 -0.1 -0.1 -0.7 0.47
H 1.167896 -1.462934 -4.667145 0.7 1.0 -0.4 0.47
H 2.108826 -0.183674 -3.680845 0.0 -0.4 -0.6 -0.27
H 2.720696 -0.840204 -5.264825 0.2 0.0 0.3 0.55
C 4.041506 -2.211244 0.517445 -0.8 0.1 -0.3 -0.87
S 2.981976 -1.822834 -0.949305 5.4 1.1 0.3 0.50
O 1.611846 -1.331184 -0.486245 9.7 -0.6 -2.5 -1.81
C 3.861776 -0.257574 -1.454875 -1.0 -3.1 -1.7 -0.18
H 3.737796 -3.227704 0.767775 0.4 0.1 0.4 0.42
H 3.739056 -1.486694 1.273525 0.9 -1.1 -0.2 0.20
H 5.101726 -2.110944 0.285085 -0.2 -0.1 -0.2 0.54
H 3.391796 -0.024924 -2.410435 0.3 0.1 0.0 0.17
H 4.945576 -0.176954 -1.538435 0.0 -0.7 0.1 0.42
H 3.557376 0.481596 -0.713885 0.0 -1.3 -0.6 -0.04
C 1.228196 -2.748214 -2.790275 -0.1 -1.2 -0.8 1.63
S 0.939846 -4.534994 -3.193475 3.1 0.9 0.3 0.32
O 0.350036 -4.470014 -4.569305 1.7 -0.9 0.1 -0.65
C 2.729296 -4.980434 -3.149675 -1.0 -0.1 -1.4 -1.11
H 2.248546 -2.365274 -2.771845 -0.4 -1.0 -0.9 0.43
H 0.728776 -2.377414 -1.895185 0.7 -1.7 -0.5 -1.19
H 0.675246 -2.291624 -3.611175 0.3 -1.2 0.7 -1.52
H 3.283886 -4.263174 -3.754705 0.2 -0.1 0.2 0.29
H 2.721856 -5.950534 -3.646615 0.4 -0.1 0.2 0.55
H 3.047706 -5.057654 -2.110075 -0.1 0.1 -0.1 0.22
C 3.396126 2.565486 2.163125 1.8 -0.8 -0.3 -1.45
S 2.654996 1.987386 0.571875 2.5 -5.8 1.8 1.12
O 3.897806 1.661506 -0.258225 0.1 4.7 1.7 -0.83
C 2.288916 0.262246 1.234575 2.1 5.4 1.0 -1.30
H 4.327336 2.005306 2.247695 -0.1 -0.4 -0.1 0.50
H 2.760196 2.342276 3.019785 1.3 0.3 -0.2 0.47
H 3.765676 3.585116 2.054115 -0.6 0.2 0.2 0.40
H 1.608036 0.442996 2.066345 1.4 0.6 0.5 1.22
H 3.203336 -0.257474 1.520635 -0.4 1.3 0.2 -0.14
H 1.691096 -0.448844 0.664425 3.8 4.0 -3.5 -1.67
```
Positions in Å, forces in eV/Å.